{"formula": "C18H34F3O9P3S", "method": "the ωB97M-V functional and the def2-TZVPD basis", "total_charge": 0, "e_tot_ha": -3105.25243, "smiles": "Cc1ccc(C(C)C)c(OCP(S)C(F)(F)F)c1.COP(=O)(OC)OC.COP(=O)(OC)OC", "e_homo_ev": -8.059, "fmax_ev_per_a": 7.72, "symbols": ["C", "C", "C", "C", "C", "C", "C", "C", "C", "O", "C", "P", "S", "C", "F", "F", "F", "C", "H", "H", "H", "H", "H", "H", "H", "H", "H", "H", "H", "H", "H", "H", "H", "H", "C", "O", "P", "O", "O", "C", "O", "C", "H", "H", "H", "H", "H", "H", "H", "H", "H", "C", "O", "P", "O", "O", "C", "O", "C", "H", "H", "H", "H", "H", "H", "H", "H", "H"], "positions_angstrom": [[-2.408, 3.391, -2.835], [-2.837, 1.945, -2.963], [-1.978, 0.928, -2.569], [-2.389, -0.391, -2.654], [-3.649, -0.710, -3.147], [-4.106, -2.157, -3.207], [-3.229, -3.042, -4.128], [-4.077, -2.719, -1.751], [-4.510, 0.298, -3.572], [-5.759, -0.034, -4.060], [-6.789, 0.772, -3.503], [-8.393, -0.149, -3.606], [-9.426, 0.123, -1.793], [-9.391, 0.812, -4.887], [-10.222, 0.020, -5.551], [-8.597, 1.417, -5.776], [-10.113, 1.793, -4.295], [-4.082, 1.617, -3.470], [-3.134, 3.934, -2.231], [-1.431, 3.465, -2.365], [-2.348, 3.808, -3.840], [-0.985, 1.141, -2.186], [-1.762, -1.211, -2.332], [-5.120, -2.211, -3.587], [-2.527, -2.482, -4.742], [-2.720, -3.821, -3.563], [-3.883, -3.579, -4.819], [-4.793, -3.526, -1.613], [-3.062, -3.067, -1.567], [-4.267, -1.890, -1.072], [-6.850, 1.736, -4.012], [-6.563, 0.961, -2.451], [-9.003, -1.003, -1.195], [-4.763, 2.403, -3.776], [2.477, 3.322, -0.282], [1.560, 2.782, 0.688], [1.356, 1.141, 0.689], [0.433, 0.895, -0.438], [0.606, 1.200, 2.134], [1.022, 2.107, 3.163], [1.948, -0.363, 0.980], [3.090, -0.484, 1.854], [2.490, 4.402, -0.160], [3.485, 2.939, -0.118], [2.148, 3.077, -1.293], [0.400, 3.001, 3.137], [2.068, 2.393, 3.061], [0.888, 1.607, 4.121], [2.816, -0.222, 2.878], [3.904, 0.160, 1.517], [3.430, -1.515, 1.829], [7.153, -1.913, 7.496], [6.694, -1.972, 6.134], [7.197, -0.748, 5.119], [6.213, 0.277, 5.563], [6.722, -1.540, 3.778], [7.003, -2.940, 3.625], [8.172, 0.314, 4.293], [9.471, -0.139, 3.862], [6.734, -2.766, 8.023], [8.240, -1.971, 7.544], [6.809, -0.992, 7.969], [6.135, -3.523, 3.931], [7.869, -3.252, 4.207], [7.204, -3.127, 2.571], [9.374, -0.892, 3.076], [10.042, -0.550, 4.697], [10.009, 0.718, 3.467]]}

=====

{"formula": "C18H34F6O30PS7", "method": "the ωB97M-V functional and the def2-TZVPD basis", "total_charge": -1, "e_tot_ha": -6690.70137, "e_homo_ev": -8.306, "fmax_ev_per_a": 7.09, "symbols": ["P", "F", "F", "F", "F", "F", "F", "O", "C", "O", "C", "C", "C", "H", "H", "H", "H", "H", "H", "C", "C", "O", "S", "O", "O", "O", "H", "H", "H", "H", "C", "C", "O", "S", "O", "O", "O", "H", "H", "H", "H", "C", "C", "O", "S", "O", "O", "O", "H", "H", "H", "H", "C", "C", "O", "S", "O", "O", "O", "H", "H", "H", "H", "C", "C", "O", "S", "O", "O", "O", "H", "H", "H", "H", "C", "C", "O", "S", "O", "O", "O", "H", "H", "H", "H", "C", "C", "O", "S", "O", "O", "O", "H", "H", "H", "H"], "positions_angstrom": [[-0.123, 0.379, 0.341], [-0.532, -1.112, -0.089], [-0.785, 0.780, -1.058], [-1.532, 0.676, 0.965], [0.325, 1.885, 0.639], [0.534, -0.292, 1.685], [1.240, 0.104, -0.608], [3.770, 0.650, 3.636], [3.634, -0.022, 2.635], [2.363, -0.487, 2.269], [2.362, -1.020, 0.978], [3.823, -1.409, 0.699], [4.640, -0.458, 1.587], [1.972, -0.257, 0.305], [1.717, -1.896, 1.044], [4.087, -1.250, -0.347], [3.973, -2.478, 0.846], [4.910, 0.444, 1.037], [5.431, -0.984, 2.122], [-1.632, -1.148, -1.843], [-2.709, -0.248, -1.315], [-3.357, 0.470, -2.368], [-2.962, -0.291, -3.810], [-2.022, 0.552, -4.569], [-4.133, -0.779, -4.513], [-2.253, -1.569, -3.034], [-1.333, -1.971, -1.194], [-0.731, -0.584, -2.087], [-2.360, 0.456, -0.561], [-3.468, -0.890, -0.867], [-0.384, 2.718, 3.970], [-0.147, 1.416, 3.293], [-1.073, 0.495, 3.748], [-2.419, 1.243, 4.295], [-2.632, 0.878, 5.708], [-3.451, 1.172, 3.273], [-1.751, 2.793, 4.220], [-0.199, 3.601, 3.359], [0.019, 2.835, 4.976], [0.872, 1.028, 3.291], [-0.547, 1.529, 2.286], [-2.018, 3.210, 0.802], [-2.150, 3.066, -0.709], [-3.475, 2.501, -0.978], [-4.483, 2.382, 0.311], [-4.551, 1.001, 0.857], [-5.719, 3.201, 0.189], [-3.358, 3.209, 1.244], [-1.374, 4.070, 0.983], [-1.514, 2.296, 1.117], [-1.433, 2.377, -1.155], [-2.016, 4.017, -1.225], [-2.633, -1.185, 1.247], [-1.792, -1.079, 2.533], [-1.867, -2.390, 3.127], [-3.058, -3.332, 2.590], [-4.198, -3.122, 3.469], [-2.538, -4.711, 2.508], [-3.218, -2.467, 1.196], [-2.103, -1.097, 0.299], [-3.412, -0.423, 1.270], [-2.213, -0.407, 3.281], [-0.751, -0.756, 2.507], [1.402, 3.779, -1.278], [1.736, 2.423, -1.883], [3.078, 2.029, -1.466], [3.386, 2.592, 0.042], [4.811, 3.040, 0.090], [2.910, 1.712, 1.076], [2.366, 3.890, -0.290], [0.500, 3.979, -0.700], [1.584, 4.522, -2.054], [1.593, 2.325, -2.960], [1.133, 1.617, -1.466], [1.528, -0.756, -2.822], [2.797, -0.042, -2.376], [3.833, -0.823, -2.870], [3.528, -1.634, -4.221], [3.961, -3.062, -4.142], [3.956, -0.835, -5.381], [1.850, -1.461, -3.995], [0.627, -0.149, -2.908], [1.418, -1.514, -2.046], [2.898, 0.043, -1.294], [2.907, 1.006, -2.658], [-0.169, -3.689, -0.258], [0.703, -2.621, -1.003], [0.411, -2.856, -2.389], [0.203, -4.465, -2.678], [1.437, -5.198, -2.643], [-0.637, -4.766, -3.825], [-0.626, -4.604, -1.196], [-1.058, -3.310, 0.247], [0.415, -4.073, 0.578], [1.761, -2.842, -0.861], [0.495, -1.575, -0.777]]}

=====

{"formula": "C18H34FNO8", "method": "the ωB97M-V functional and the def2-TZVPD basis", "total_charge": 0, "e_tot_ha": -1462.79328, "smiles": "[H]/N=C\\C[C@@H](CCF)OC=O.CCOC(C)=O.CCOC(C)=O.CCOC(C)=O", "e_homo_ev": -9.398, "fmax_ev_per_a": 1.22, "symbols": ["N", "C", "C", "C", "C", "C", "F", "O", "C", "O", "H", "H", "H", "H", "H", "H", "H", "H", "H", "H", "O", "C", "O", "C", "C", "C", "H", "H", "H", "H", "H", "H", "H", "H", "O", "C", "O", "C", "C", "C", "H", "H", "H", "H", "H", "H", "H", "H", "O", "C", "O", "C", "C", "C", "H", "H", "H", "H", "H", "H", "H", "H"], "positions_angstrom": [[3.412, -0.034, -2.403], [2.361, 0.009, -3.099], [1.162, -0.899, -2.945], [-0.167, -0.185, -3.176], [-1.335, -1.124, -3.492], [-1.445, -2.298, -2.525], [-2.790, -2.684, -2.425], [-0.480, 0.559, -1.972], [-0.979, 1.774, -2.129], [-1.251, 2.481, -1.217], [3.335, -0.764, -1.686], [2.321, 0.767, -3.895], [1.233, -1.739, -3.650], [1.177, -1.317, -1.930], [-0.060, 0.521, -4.013], [-1.266, -1.452, -4.535], [-2.265, -0.548, -3.380], [-1.107, -2.019, -1.520], [-0.887, -3.175, -2.872], [-1.127, 2.082, -3.178], [1.458, -0.528, 0.195], [1.095, 0.254, 1.031], [0.281, -0.185, 2.015], [-0.110, 0.639, 3.119], [-1.308, 1.500, 2.787], [1.469, 1.714, 0.959], [0.735, 1.230, 3.474], [-0.360, -0.068, 3.910], [-1.084, 2.204, 1.984], [-1.623, 2.065, 3.665], [-2.139, 0.874, 2.465], [0.741, 2.210, 0.316], [2.449, 1.784, 0.492], [1.496, 2.225, 1.917], [-6.738, 2.755, 3.259], [-6.531, 2.597, 2.086], [-5.555, 1.743, 1.713], [-5.312, 1.379, 0.347], [-4.420, 2.378, -0.358], [-7.289, 3.372, 1.032], [-6.253, 1.218, -0.180], [-4.816, 0.411, 0.411], [-4.892, 3.358, -0.430], [-4.196, 2.033, -1.368], [-3.480, 2.494, 0.176], [-6.787, 4.329, 0.889], [-8.289, 3.561, 1.412], [-7.366, 2.872, 0.071], [3.969, -2.653, -0.863], [4.657, -2.935, 0.082], [4.506, -2.230, 1.218], [5.169, -2.563, 2.442], [6.559, -1.969, 2.516], [5.720, -4.005, -0.003], [5.175, -3.643, 2.594], [4.533, -2.137, 3.216], [7.212, -2.372, 1.742], [7.008, -2.182, 3.487], [6.512, -0.888, 2.385], [6.625, -3.551, -0.405], [5.377, -4.763, -0.702], [5.959, -4.482, 0.943]]}

=====

{"formula": "C18H34N5O3S", "method": "the ωB97M-V functional and the def2-TZVPD basis", "total_charge": 1, "e_tot_ha": -1603.44045, "e_homo_ev": -10.270, "fmax_ev_per_a": 7.16, "symbols": ["C", "N", "C", "C", "C", "C", "C", "C", "C", "C", "C", "S", "C", "N", "N", "C", "O", "N", "H", "H", "H", "H", "H", "H", "H", "H", "H", "H", "H", "H", "H", "H", "H", "H", "H", "H", "H", "C", "O", "C", "C", "N", "C", "C", "O", "C", "H", "H", "H", "H", "H", "H", "H", "H", "H", "H", "H", "H", "H", "H", "H"], "positions_angstrom": [[-3.886, 1.516, 3.575], [-3.635, 2.774, 4.216], [-2.196, 2.961, 4.416], [-1.620, 1.675, 3.788], [-0.055, 1.285, 3.650], [0.218, 1.169, 2.038], [1.106, 2.379, 1.459], [0.980, 2.367, -0.164], [0.970, 3.853, -0.787], [0.365, 3.934, -2.286], [0.825, 2.733, -3.249], [0.159, 2.831, -4.986], [-1.634, 3.231, -4.985], [-2.489, 2.916, -6.108], [-3.796, 3.314, -5.929], [-3.760, 3.928, -4.634], [-2.468, 3.888, -4.036], [-2.675, 0.786, 3.301], [-4.929, 1.134, 3.295], [-4.355, 3.467, 4.501], [-1.665, 3.843, 4.906], [0.586, 2.151, 4.043], [0.195, 0.273, 4.122], [0.641, 0.119, 1.836], [-0.802, 1.229, 1.487], [2.215, 2.174, 1.695], [0.826, 3.386, 1.930], [1.879, 1.775, -0.552], [-0.001, 1.850, -0.462], [0.243, 4.471, -0.126], [1.999, 4.349, -0.742], [0.754, 4.912, -2.772], [-0.774, 3.960, -2.178], [0.586, 1.684, -2.846], [1.975, 2.806, -3.347], [-4.636, 4.405, -4.083], [-2.600, -0.142, 2.862], [-0.626, -5.993, -0.730], [0.771, -6.060, -0.486], [1.553, -5.598, -1.592], [2.289, -4.311, -1.216], [1.359, -3.189, -1.089], [1.966, -1.989, -0.512], [2.434, -2.073, 0.950], [1.369, -2.220, 1.887], [0.972, -3.564, 2.123], [-1.139, -6.468, 0.109], [-0.962, -4.955, -0.796], [-0.889, -6.529, -1.645], [0.951, -5.466, -2.497], [2.293, -6.376, -1.797], [3.028, -4.083, -1.989], [2.819, -4.493, -0.274], [0.582, -3.469, -0.499], [1.214, -1.194, -0.579], [2.809, -1.677, -1.140], [2.908, -1.115, 1.191], [3.203, -2.835, 1.106], [1.803, -4.268, 2.027], [0.158, -3.842, 1.454], [0.587, -3.627, 3.145]]}

=====

For each record above, in turn, the calculated gap between HOMO and LUMO values are 6.6; 9.8; 10.1; 6.5 eV.